Below is a cluster of 16 separate species, C43H96ClF7N3O19PS in total at a distorted geometry, with properties calculated with wB97M-V/def2-TZVPD.

Output
- HOMO (Eh) = -0.3030
- electronic energy (eV) = -141156.990
- molecular weight (Da) = 1190.723
- total charge = 0

Geometry (Å):
Cl (-1.367, -3.039, -1.551)
S (4.528, -2.482, -2.117)
P (-1.523, -5.805, -4.054)
F (-0.754, -0.069, -0.346)
F (2.156, -0.378, -2.931)
F (5.342, -5.435, -3.217)
F (-0.758, -0.154, -2.842)
F (5.124, -3.768, -5.058)
F (2.308, 0.444, -0.638)
F (4.648, -6.077, -5.392)
O (-4.946, 12.011, -1.961)
O (-3.612, 1.410, 2.573)
O (-4.937, -2.726, -6.273)
O (-3.629, 5.889, 1.556)
O (-2.014, -5.127, -5.620)
O (11.008, -5.590, 3.592)
O (-4.235, -4.441, 1.517)
O (-7.380, 13.466, -2.096)
O (0.388, 3.889, 5.277)
O (2.571, -10.001, -6.535)
O (10.868, -3.533, -0.819)
O (-5.090, -6.554, -9.336)
O (-0.161, 0.044, 11.191)
O (-1.276, -7.552, -4.274)
O (-4.799, 9.489, 3.758)
O (-0.935, -2.165, -6.386)
O (-0.635, 8.184, 1.088)
O (-1.142, 0.627, 7.859)
O (-4.604, 8.522, 0.678)
N (1.540, -1.820, -0.949)
N (8.007, -5.011, 1.041)
N (-2.692, -5.684, -2.947)
C (-3.710, -6.820, -9.160)
C (5.395, -2.377, 0.888)
C (-5.303, 9.234, -0.327)
C (0.603, -1.079, 5.013)
C (0.132, -4.914, -3.558)
C (-1.351, 0.646, 4.082)
C (-1.186, 1.719, 8.760)
C (-4.590, 5.600, 0.558)
C (-3.758, 12.353, -1.270)
C (-1.363, 2.203, 3.473)
C (-3.699, 8.750, 4.255)
C (5.093, -2.152, 2.490)
C (-4.285, 1.158, 1.286)
C (0.359, -2.045, 3.711)
C (1.540, -0.448, -1.586)
C (2.973, -3.438, -2.689)
C (-4.353, -3.112, 1.046)
C (2.597, -1.951, 0.123)
C (0.094, 0.469, 4.836)
C (6.982, -4.349, 0.137)
C (2.113, -7.942, -4.969)
C (0.174, -3.703, -2.420)
C (1.576, 4.230, 5.968)
C (6.952, -2.703, 0.372)
C (0.870, 0.016, 12.160)
C (1.543, -6.470, -5.415)
C (10.168, -2.821, -1.823)
C (3.498, -1.847, 2.889)
C (2.865, -8.576, -6.319)
C (11.268, -6.814, 2.930)
C (4.196, -2.274, -0.247)
C (2.293, -1.742, 1.755)
C (1.578, -2.943, -1.961)
C (0.776, -1.388, 2.268)
C (-0.375, 6.960, 0.427)
C (-5.039, -4.035, -6.804)
C (4.521, -4.992, -4.408)
C (3.038, -4.648, -3.845)
C (0.000, 0.204, -1.607)
C (-2.611, 2.488, 2.444)
C (1.602, -5.318, -4.251)
C (-8.342, 13.177, -3.094)
C (-1.897, -1.215, -6.806)
H (3.173, -10.263, -7.317)
H (-1.514, -0.050, 3.155)
H (-0.039, 0.903, 5.940)
H (0.500, -6.613, -5.930)
H (-2.996, -6.630, -2.617)
H (10.223, -3.758, -0.126)
H (-2.060, -0.484, -6.010)
H (4.041, -8.477, -6.218)
H (-1.696, -0.077, 8.237)
H (8.332, -5.860, 0.518)
H (-3.078, 11.498, -1.289)
H (-1.544, -0.713, -7.710)
H (-4.605, 9.502, -1.123)
H (-3.357, 9.190, 5.195)
H (-2.145, 2.590, 1.367)
H (5.894, -2.177, 3.351)
H (-5.343, -2.743, -5.390)
H (-3.998, 12.603, -0.233)
H (9.739, -1.912, -1.395)
H (-5.521, 6.125, 0.785)
H (-3.095, 3.539, 2.725)
H (-4.646, 0.021, 1.307)
H (-1.450, 2.913, 4.400)
H (-6.091, -4.319, -6.876)
H (0.351, 6.389, 1.009)
H (-9.273, 13.703, -2.867)
H (-0.507, -0.862, 11.116)
H (10.361, -5.105, 3.053)
H (7.452, -5.396, 1.860)
H (-3.569, -7.879, -8.930)
H (5.926, -4.797, 0.460)
H (-2.028, -4.124, -5.521)
H (7.120, -4.619, -0.997)
H (-3.169, -6.559, -10.073)
H (2.052, 5.082, 5.477)
H (-0.324, 2.363, 2.917)
H (-6.095, 8.602, -0.737)
H (0.033, 7.161, -0.567)
H (-4.776, 4.524, 0.545)
H (0.126, 1.390, -1.648)
H (-2.246, 0.546, 4.862)
H (-5.249, 8.297, 1.370)
H (-5.121, -3.066, 0.270)
H (0.462, -0.314, 13.119)
H (-5.529, 12.788, -1.928)
H (11.995, -7.385, 3.512)
H (10.866, -2.553, -2.620)
H (-0.742, -2.477, 3.751)
H (0.888, 1.164, 4.307)
H (10.341, -7.387, 2.845)
H (2.859, -7.889, -4.064)
H (-0.014, -1.569, 5.910)
H (9.376, -3.453, -2.234)
H (-1.302, 6.387, 0.342)
H (-3.980, -4.992, 0.758)
H (-2.890, 8.760, 3.520)
H (2.256, 3.375, 5.950)
H (0.637, -0.228, 2.189)
H (-3.589, 1.317, 0.344)
H (-4.210, 5.914, -0.417)
H (-3.485, 6.851, 1.544)
H (1.660, -0.665, 11.834)
H (2.263, -6.090, -6.289)
H (1.176, -8.644, -4.772)
H (-4.590, -4.050, -7.800)
H (-1.283, 8.669, 0.549)
H (-0.195, 4.666, 5.311)
H (0.035, -1.858, 1.458)
H (-4.505, -4.734, -6.155)
H (-4.489, 10.399, 3.611)
H (-4.640, -2.464, 1.878)
H (-1.294, -7.779, -5.250)
H (2.501, -8.006, -7.301)
H (-8.527, 12.101, -3.107)
H (-7.962, 13.491, -4.069)
H (-0.114, -1.678, -6.203)
H (3.310, -1.679, 4.053)
H (-4.014, 7.719, 4.432)
H (1.717, -1.032, 5.392)
H (-3.393, -2.780, 0.643)
H (11.676, -6.613, 1.937)
H (-2.836, -1.732, -7.021)
H (-0.792, 1.407, 9.731)
H (1.071, -2.991, 3.862)
H (7.193, -2.093, -0.613)
H (-3.335, -6.216, -8.331)
H (-5.395, -7.104, -10.078)
H (1.282, 1.022, 12.269)
H (-2.217, 2.063, 8.867)
H (-7.236, 14.428, -2.107)
H (-0.572, 2.531, 8.364)
H (-5.732, 10.143, 0.102)
H (-5.245, 1.807, 1.115)
H (1.337, 4.480, 7.005)
H (-3.282, 13.205, -1.761)
H (7.757, -2.344, 1.170)

These are the Löwdin partial charges, in e, on atoms 1 to 99: Cl 0.566; S 0.873; P 0.721; F -0.061; F 0.004; F -0.030; F -0.063; F -0.014; F -0.005; F 0.021; O -0.149; O -0.256; O -0.140; O -0.149; O -0.254; O -0.135; O -0.130; O -0.142; O -0.160; O -0.156; O -0.133; O -0.134; O -0.148; O -0.243; O -0.137; O -0.142; O -0.136; O -0.146; O -0.163; N -0.037; N -0.061; N -0.231; C -0.165; C -0.153; C -0.137; C -0.211; C -0.138; C -0.181; C -0.150; C -0.159; C -0.168; C -0.166; C -0.160; C -0.002; C -0.120; C -0.208; C -0.209; C -0.240; C -0.177; C -0.087; C -0.221; C -0.272; C -0.142; C -0.353; C -0.156; C -0.174; C -0.152; C -0.196; C -0.170; C 0.007; C -0.253; C -0.173; C -0.287; C -0.040; C -0.136; C -0.184; C -0.160; C -0.164; C -0.225; C 0.001; C -0.071; C -0.208; C -0.033; C -0.141; C -0.147; H 0.117; H 0.100; H 0.100; H 0.101; H -0.005; H 0.052; H 0.079; H 0.124; H 0.086; H 0.073; H 0.072; H 0.078; H 0.072; H 0.076; H 0.118; H 0.095; H 0.089; H 0.077; H 0.070; H 0.070; H 0.124; H 0.094; H 0.096; H 0.082